Entry 1:
A molecular structure, C20H28ClNO3RuSbSe4. Source: OMol25; level of theory: ωB97M-V/def2-TZVPD.

The calculation puts the gap between HOMO and LUMO (spin up / spin down) at 4.837 / 4.837 eV. For the largest force on an atom, the calculation gives 2.25 eV/Å. For the LUMO energy (spin up / spin down), the calculation gives -5.44 / -5.44 eV.

ORCA input file:
```
! RIJCOSX wB97M-V def2-TZVPD def2/J DEFGRID3
* xyz 1 1
Ru 0.69 -0.59 -1.51
C 0.75 1.14 5.26
O 0.12 -0.14 5.17
C -0.01 -0.70 3.96
C -0.65 -1.96 3.96
C -0.84 -2.59 2.78
C -0.43 -2.03 1.53
C -0.75 -2.67 0.30
C -1.46 -4.00 0.23
O -0.48 -2.20 -0.84
C 0.25 -0.78 1.55
O 0.72 -0.17 0.51
C 0.44 -0.12 2.79
H 0.72 1.41 6.31
H 0.20 1.88 4.68
H 1.78 1.08 4.92
H -0.97 -2.39 4.90
H -1.32 -3.56 2.79
H -1.90 -4.34 1.15
H -0.74 -4.74 -0.11
H -2.24 -3.93 -0.54
H 0.96 0.82 2.77
Se -0.18 -1.67 -3.38
Se 0.47 -0.96 -5.42
Se 1.69 0.84 -4.98
Se 2.08 0.90 -2.76
Cl 5.93 -1.33 0.54
C 4.64 -2.06 -0.34
C 4.79 -3.31 -0.90
C 3.71 -3.85 -1.58
C 2.55 -3.11 -1.70
N 2.43 -1.88 -1.17
C 3.45 -1.37 -0.49
H 5.72 -3.85 -0.80
H 3.76 -4.83 -2.02
H 1.68 -3.49 -2.22
H 3.31 -0.40 -0.03
C -0.39 4.33 -0.92
C 0.05 2.92 -0.55
Sb -1.08 1.31 -1.39
C -1.83 2.19 -3.17
C -3.05 3.09 -3.01
C -2.67 1.18 0.02
C -3.06 2.51 0.67
H 0.29 5.07 -0.49
H -1.39 4.56 -0.56
H -0.38 4.49 -2.00
H 0.04 2.75 0.52
H 1.08 2.74 -0.89
H -2.05 1.36 -3.85
H -0.98 2.73 -3.60
H -3.90 2.56 -2.58
H -3.38 3.48 -3.97
H -2.84 3.95 -2.37
H -2.32 0.46 0.76
H -3.53 0.73 -0.49
H -2.22 2.95 1.21
H -3.86 2.35 1.39
H -3.41 3.24 -0.06
*
```

Here are the Löwdin charges for atoms 1 to 8, given in e: number 1, Ru, carries 0.404; number 2, C, carries -0.054; number 3, O, carries -0.050; number 4, C, carries -0.270; number 5, C, carries 0.006; number 6, C, carries -0.013; number 7, C, carries -0.099; number 8, C, carries -0.343



Entry 2:
A single C20H28FN3O5S molecule. Source: OMol25; level of theory: ωB97M-V/def2-TZVPD.

Its structure (SMILES) is CCOC(=O)N1CCC(NC(=O)c2cc(S(=O)(=O)N3CCCCC3)ccc2F)CC1. The calculation puts the gap between HOMO and LUMO at 9.777 eV. For the largest force on an atom, the calculation gives 1.07 eV/Å. For the LUMO energy, the calculation gives 0.52 eV. The energy above the lowest of the compared OMol25 structures with the same formula, charge and spin comes out at 13.1 kJ/mol.

ORCA input file:
```
! RIJCOSX wB97M-V def2-TZVPD def2/J DEFGRID3
* xyz 0 1
C -0.02 -2.42 -1.58
C 0.40 -2.27 -0.13
H 0.00 -3.08 0.49
H 0.06 -1.31 0.28
O 1.83 -2.31 -0.06
C 2.42 -1.56 0.88
O 1.82 -0.92 1.71
N 3.78 -1.64 0.79
C 4.42 -2.02 -0.45
H 3.87 -2.86 -0.89
C 4.45 -0.81 -1.40
H 5.34 -0.87 -2.03
H 3.58 -0.80 -2.05
C 4.48 0.50 -0.60
N 3.15 0.96 -0.23
C 2.13 1.18 -1.08
O 2.20 1.05 -2.28
C 0.86 1.58 -0.39
C 0.80 2.45 0.70
C -0.39 2.78 1.32
C -1.57 2.22 0.87
C -1.53 1.36 -0.21
C -0.34 1.06 -0.85
H -0.35 0.41 -1.71
S -3.06 0.62 -0.79
O -3.87 1.64 -1.41
O -2.73 -0.54 -1.57
N -3.77 0.24 0.68
C -3.19 -0.92 1.33
C -3.75 -2.23 0.78
C -5.27 -2.23 0.86
C -5.82 -1.01 0.12
C -5.22 0.27 0.70
H -5.52 1.14 0.12
H -5.53 0.39 1.74
H -5.54 -1.08 -0.94
H -6.91 -0.98 0.19
H -5.67 -3.15 0.43
H -5.58 -2.18 1.91
H -3.44 -2.33 -0.26
H -3.33 -3.07 1.35
H -2.11 -0.86 1.18
H -3.40 -0.83 2.40
H -2.51 2.44 1.33
H -0.38 3.47 2.16
F 1.93 3.00 1.18
H 2.97 1.04 0.76
C 5.28 0.31 0.69
H 6.28 -0.03 0.42
C 4.59 -0.74 1.59
H 3.93 -0.27 2.32
H 5.33 -1.33 2.13
H 5.38 1.25 1.23
H 4.94 1.28 -1.22
H 5.43 -2.35 -0.20
H -1.07 -2.15 -1.69
H 0.13 -3.44 -1.92
H 0.57 -1.76 -2.21
*
```

Here are the Löwdin charges for atoms 1 to 8, given in e: number 1, C, carries -0.047; number 2, C, carries -0.205; number 3, H, carries 0.131; number 4, H, carries 0.094; number 5, O, carries 0.007; number 6, C, carries -0.552; number 7, O, carries 0.081; number 8, N, carries -0.044



Entry 3:
A molecular structure, C20H28GeN2S2W. Source: OMol25; level of theory: ωB97M-V/def2-TZVPD.

The calculation puts the gap between HOMO and LUMO at 6.391 eV. For the largest force on an atom, the calculation gives 3.39 eV/Å. For the LUMO energy, the calculation gives -0.19 eV.

ORCA input file:
```
! RIJCOSX wB97M-V def2-TZVPD def2/J DEFGRID3
* xyz 0 1
W 0.12 0.37 0.05
C 2.98 0.06 -0.60
N 2.03 -0.69 0.23
C 1.87 -2.06 -0.30
C 0.56 -2.65 0.22
N -0.55 -1.88 -0.35
C -1.79 -2.16 0.38
C -0.73 -2.23 -1.76
C -1.07 -3.52 -2.14
C -1.26 -3.84 -3.48
C -1.15 -2.85 -4.44
C -0.79 -1.57 -4.08
C -0.54 -1.25 -2.74
S 0.03 0.37 -2.40
C 2.48 -0.74 1.62
C 3.81 -1.01 1.91
C 4.26 -1.04 3.22
C 3.37 -0.82 4.26
C 2.05 -0.56 3.99
C 1.58 -0.52 2.67
S -0.12 -0.23 2.45
H 3.90 -0.51 -0.79
H 3.23 0.99 -0.08
H 2.51 0.30 -1.55
H 2.72 -2.69 0.00
H 1.84 -2.01 -1.40
H 0.53 -2.56 1.31
H 0.50 -3.71 -0.05
H -2.08 -3.22 0.31
H -2.60 -1.55 -0.03
H -1.66 -1.91 1.43
H -1.19 -4.29 -1.40
H -1.50 -4.85 -3.75
H -1.34 -3.08 -5.48
H -0.68 -0.79 -4.81
H 4.52 -1.20 1.12
H 5.30 -1.23 3.42
H 3.72 -0.83 5.28
H 1.34 -0.38 4.78
C -2.13 2.61 2.18
Ge -0.97 3.20 0.67
C -2.08 2.61 -0.89
C -0.76 5.19 0.74
C 0.69 2.23 0.38
H -3.01 3.25 2.23
H -1.62 2.65 3.14
H -2.45 1.58 2.00
H -3.09 3.02 -0.87
H -2.15 1.51 -0.83
H -1.62 2.87 -1.84
H -1.71 5.70 0.84
H -0.27 5.55 -0.16
H -0.14 5.45 1.58
H 1.59 2.83 0.38
*
```

Here are the Löwdin charges for atoms 1 to 8, given in e: number 1, W, carries 0.982; number 2, C, carries -0.102; number 3, N, carries -0.298; number 4, C, carries -0.138; number 5, C, carries -0.175; number 6, N, carries -0.295; number 7, C, carries -0.103; number 8, C, carries -0.295



Entry 4:
A molecular structure, C20H28HgN2Si. Source: OMol25; level of theory: ωB97M-V/def2-TZVPD.

The calculation puts the gap between HOMO and LUMO (spin up / spin down) at 5.771 / 5.773 eV. For the largest force on an atom, the calculation gives 3.27 eV/Å. For the LUMO energy (spin up / spin down), the calculation gives -0.99 / -0.99 eV. The energy above the lowest of the compared OMol25 structures with the same formula, charge and spin comes out at 0.0 kJ/mol.

ORCA input file:
```
! RIJCOSX wB97M-V def2-TZVPD def2/J DEFGRID3
* xyz 0 1
C 0.78 1.96 1.54
C 1.13 2.32 0.22
C -0.06 2.76 -0.49
H 2.13 2.39 -0.18
C -1.15 2.60 0.44
C -0.62 2.14 1.68
H -1.18 2.04 2.63
H 1.47 1.66 2.35
H -0.07 3.30 -1.44
H -2.20 2.86 0.26
Hg 0.16 0.54 -1.71
C -0.84 -3.31 -3.75
H -1.90 -3.12 -3.39
H -0.56 -4.20 -4.37
H -0.30 -3.38 -2.74
Si -0.16 -1.42 -4.50
C 1.38 -1.48 -5.71
C 2.14 -0.28 -5.75
H 1.71 0.61 -5.28
C 3.39 -0.20 -6.39
H 3.90 0.75 -6.45
C 3.93 -1.30 -7.05
H 4.86 -1.23 -7.62
C 3.16 -2.46 -7.09
H 3.48 -3.31 -7.70
C 1.91 -2.58 -6.44
H 1.31 -3.50 -6.52
C -1.28 -0.16 -5.48
C -1.03 0.35 -6.80
H -0.12 0.03 -7.34
C -1.94 1.23 -7.44
H -1.70 1.62 -8.43
C -3.12 1.70 -6.82
H -3.76 2.46 -7.30
C -3.34 1.21 -5.54
H -4.22 1.55 -5.02
C -2.46 0.33 -4.91
H -2.70 -0.05 -3.92
H -0.99 -3.24 -5.97
H -1.65 -3.63 -5.89
N -1.38 -0.84 0.33
C -0.71 -1.40 1.52
C 0.54 -2.22 1.11
N 1.36 -1.45 0.16
H -1.67 -1.62 -0.26
H -2.19 -0.28 0.59
H -0.43 -0.58 2.22
H -1.38 -2.08 2.11
H 1.10 -2.49 2.04
H 0.19 -3.16 0.64
H 2.23 -1.94 -0.03
H 1.66 -0.60 0.62
*
```

Here are the Löwdin charges for atoms 1 to 8, given in e: number 1, C, carries -0.186; number 2, C, carries -0.263; number 3, C, carries -0.314; number 4, H, carries 0.072; number 5, C, carries -0.190; number 6, C, carries -0.172; number 7, H, carries 0.093; number 8, H, carries 0.090



Entry 5:
A molecular structure, C20H28InN3OS. Source: OMol25; level of theory: ωB97M-V/def2-TZVPD.

The calculation puts the gap between HOMO and LUMO at 5.860 eV. For the largest force on an atom, the calculation gives 0.56 eV/Å. For the LUMO energy, the calculation gives -7.97 eV. The energy above the lowest of the compared OMol25 structures with the same formula, charge and spin comes out at 6.5 kJ/mol.

ORCA input file:
```
! RIJCOSX wB97M-V def2-TZVPD def2/J DEFGRID3
* xyz 2 1
In 0.16 -0.09 0.92
C -1.02 -3.26 -0.17
N -0.60 -2.14 -1.03
C -1.75 -1.65 -1.82
C 0.62 -2.28 -1.69
C 1.25 -3.52 -1.79
C 2.50 -3.64 -2.38
C 3.16 -2.52 -2.88
C 2.55 -1.29 -2.82
C 1.26 -1.14 -2.25
N 0.66 0.07 -2.01
C 0.91 1.18 -2.65
C 1.65 1.27 -3.90
C 2.24 2.42 -4.25
C 2.14 3.56 -3.39
C 1.33 3.58 -2.29
C 0.53 2.44 -1.99
N -0.48 2.53 -1.12
C -0.65 3.73 -0.27
C -1.76 1.82 -1.36
H -1.40 -4.10 -0.75
H -1.83 -2.91 0.48
H -0.19 -3.60 0.45
H -2.29 -2.49 -2.26
H -1.41 -1.01 -2.63
H -2.45 -1.10 -1.19
H 0.76 -4.41 -1.41
H 2.97 -4.61 -2.44
H 4.16 -2.61 -3.28
H 3.11 -0.42 -3.12
H 1.69 0.40 -4.54
H 2.78 2.50 -5.19
H 2.66 4.47 -3.66
H 1.18 4.50 -1.76
H -1.13 4.53 -0.83
H 0.31 4.06 0.11
H -1.28 3.46 0.57
H -2.50 2.55 -1.68
H -2.13 1.36 -0.44
H -1.64 1.06 -2.12
O -1.17 0.18 2.77
S -2.07 0.30 4.02
C -1.92 -1.26 4.91
C -0.68 -1.15 5.80
C -0.77 0.25 6.40
C -1.08 1.20 5.25
H -1.90 -2.05 4.16
H -2.83 -1.36 5.50
H 0.22 -1.26 5.20
H -0.67 -1.93 6.56
H 0.15 0.54 6.91
H -1.57 0.29 7.15
H -0.18 1.48 4.69
H -1.62 2.10 5.53
*
```

Here are the Löwdin charges for atoms 1 to 8, given in e: number 1, In, carries 1.033; number 2, C, carries -0.079; number 3, N, carries -0.250; number 4, C, carries -0.042; number 5, C, carries -0.209; number 6, C, carries 0.005; number 7, C, carries -0.015; number 8, C, carries -0.041



Entry 6:
A molecular structure, C20H28MnNO2. Source: OMol25; level of theory: ωB97M-V/def2-TZVPD.

The calculation puts the gap between HOMO and LUMO (spin up / spin down) at 5.982 / 7.014 eV. For the largest force on an atom, the calculation gives 2.72 eV/Å. For the LUMO energy (spin up / spin down), the calculation gives -0.01 / 0.14 eV. The energy above the lowest of the compared OMol25 structures with the same formula, charge and spin comes out at 63.6 kJ/mol.

ORCA input file:
```
! RIJCOSX wB97M-V def2-TZVPD def2/J DEFGRID3
* xyz 0 5
O -0.10 0.03 0.70
C 0.89 -0.48 -0.21
C 0.41 0.40 -1.34
H 0.69 -1.54 -0.41
H 1.91 -0.24 0.11
C -0.72 0.81 -0.38
H 0.12 -0.16 -2.23
H 1.10 1.21 -1.56
C -2.03 0.18 -0.75
H -1.96 -0.91 -0.79
H -2.34 0.55 -1.73
H -2.80 0.48 -0.03
C -0.82 2.27 -0.05
H 0.17 2.72 0.08
H -1.42 2.44 0.85
H -1.32 2.77 -0.88
Mn 0.01 0.31 3.18
C 1.04 1.73 4.47
C 1.99 0.64 4.34
C 2.32 0.48 2.98
H 2.44 0.00 5.08
C 1.61 1.46 2.21
C 0.73 2.18 3.15
H 0.19 3.09 2.98
H 0.75 2.32 5.30
H 3.15 -0.13 2.59
H 1.98 1.96 1.32
C -1.49 -0.47 4.57
C -1.98 0.75 3.99
C -2.27 0.43 2.62
H -2.15 1.69 4.51
C -2.02 -1.01 2.43
C -1.60 -1.57 3.67
H -1.42 -2.58 4.02
H -1.15 -0.55 6.84
H -2.87 1.07 1.96
H -2.42 -1.62 1.62
O 0.72 -1.64 -4.43
C 0.23 -0.56 -5.26
C 0.42 -0.94 -6.72
H 0.84 0.33 -5.05
H -0.80 -0.32 -4.98
C 1.62 -1.93 -6.65
H 0.57 -0.10 -7.37
H -0.45 -1.51 -7.06
C 1.40 -2.58 -5.29
H 2.53 -1.33 -6.63
H 1.67 -2.61 -7.48
H 2.33 -2.92 -4.81
H 0.78 -3.48 -5.44
N -0.21 -0.67 6.58
C -0.27 -0.46 5.35
*
```

Here are the Löwdin charges for atoms 1 to 8, given in e: number 1, O, carries -0.179; number 2, C, carries -0.153; number 3, C, carries -0.062; number 4, H, carries 0.129; number 5, H, carries 0.109; number 6, C, carries -0.548; number 7, H, carries 0.099; number 8, H, carries 0.118



Entry 7:
A single C20H28N2O3 molecule. Source: OMol25; level of theory: ωB97M-V/def2-TZVPD.

Its structure (SMILES) is O=C(CCC1CCCC1)N1CCN(C(=O)COc2ccccc2)CC1. The calculation puts the gap between HOMO and LUMO at 9.216 eV. For the largest force on an atom, the calculation gives 0.47 eV/Å. For the LUMO energy, the calculation gives 0.73 eV. The energy above the lowest of the compared OMol25 structures with the same formula, charge and spin comes out at 116.7 kJ/mol.

ORCA input file:
```
! RIJCOSX wB97M-V def2-TZVPD def2/J DEFGRID3
* xyz 0 1
O -0.74 -0.63 -2.40
C -0.57 0.48 -1.94
N -1.64 1.23 -1.54
C -1.64 2.56 -1.00
H -0.68 3.04 -1.12
C -2.02 2.52 0.50
N -2.76 1.31 0.78
C -2.39 0.54 1.83
O -1.56 0.92 2.63
C -3.10 -0.80 2.00
O -3.05 -1.63 0.86
C -1.84 -2.17 0.50
C -0.64 -1.95 1.16
C 0.52 -2.55 0.70
C 0.50 -3.35 -0.43
C -0.70 -3.57 -1.09
C -1.86 -2.99 -0.63
H -2.80 -3.15 -1.13
H -0.72 -4.19 -1.97
H 1.41 -3.80 -0.79
H 1.45 -2.37 1.22
H -0.58 -1.31 2.03
H -4.17 -0.64 2.19
H -2.66 -1.30 2.88
C -3.71 0.97 -0.26
H -4.34 1.85 -0.42
C -2.95 0.61 -1.55
H -2.79 -0.47 -1.62
H -3.52 0.94 -2.43
H -4.34 0.14 0.04
H -2.63 3.40 0.76
H -1.14 2.51 1.14
H -2.39 3.15 -1.55
C 0.81 1.06 -1.77
C 1.27 0.91 -0.31
C 2.78 1.06 -0.16
C 3.19 1.13 1.32
H 3.19 2.15 1.70
C 4.57 0.49 1.37
H 4.86 0.19 2.37
H 5.32 1.19 0.99
C 4.42 -0.69 0.41
H 3.89 -1.50 0.92
H 5.38 -1.08 0.07
C 3.57 -0.13 -0.74
H 4.22 0.20 -1.55
H 2.90 -0.90 -1.13
H 2.49 0.55 1.92
H 3.09 1.98 -0.66
H 0.97 -0.08 0.05
H 0.77 1.65 0.31
H 1.47 0.46 -2.41
H 0.87 2.10 -2.09
*
```

Here are the Löwdin charges for atoms 1 to 8, given in e: number 1, O, carries 0.065; number 2, C, carries -0.442; number 3, N, carries -0.044; number 4, C, carries -0.112; number 5, H, carries 0.114; number 6, C, carries -0.100; number 7, N, carries -0.041; number 8, C, carries -0.433



Entry 8:
A single C20H28N2O5 molecule. Source: OMol25; level of theory: ωB97M-V/def2-TZVPD.

Its structure (SMILES) is CC(C)[C@H](NC(=O)OCc1ccccc1)C(=O)OCC(=O)N1CCCCC1. The calculation puts the gap between HOMO and LUMO at 9.840 eV. For the largest force on an atom, the calculation gives 0.49 eV/Å. For the LUMO energy, the calculation gives 0.76 eV. The energy above the lowest of the compared OMol25 structures with the same formula, charge and spin comes out at 68.3 kJ/mol.

ORCA input file:
```
! RIJCOSX wB97M-V def2-TZVPD def2/J DEFGRID3
* xyz 0 1
C -0.85 -4.23 -0.45
H -0.53 -4.40 -1.48
H -1.26 -5.16 -0.06
H -1.64 -3.48 -0.45
C 0.34 -3.79 0.40
C 1.39 -4.89 0.47
H 2.25 -4.56 1.05
H 1.72 -5.16 -0.53
H 0.97 -5.77 0.95
H -0.02 -3.56 1.41
C 0.96 -2.51 -0.17
N 2.06 -2.06 0.66
C 2.80 -1.00 0.21
O 2.90 -0.67 -0.94
O 3.44 -0.40 1.24
C 4.18 0.76 0.88
C 3.30 1.87 0.35
C 3.81 2.77 -0.57
C 3.02 3.79 -1.07
C 1.70 3.91 -0.66
C 1.19 3.00 0.26
C 1.98 1.99 0.76
H 1.57 1.29 1.47
H 0.16 3.09 0.58
H 1.08 4.69 -1.05
H 3.42 4.49 -1.79
H 4.84 2.68 -0.90
H 4.68 1.07 1.81
H 4.94 0.50 0.13
H 1.89 -2.06 1.66
C -0.04 -1.36 -0.25
O -0.29 -0.64 0.68
O -0.54 -1.21 -1.47
C -1.47 -0.14 -1.59
H -1.00 0.77 -1.20
H -1.68 -0.04 -2.66
C -2.74 -0.48 -0.81
O -2.95 -1.62 -0.45
N -3.62 0.52 -0.59
C -3.39 1.92 -0.85
H -2.62 2.06 -1.61
C -3.02 2.63 0.46
C -4.15 2.44 1.47
C -4.43 0.95 1.66
C -4.73 0.29 0.31
H -4.85 -0.79 0.43
H -5.63 0.71 -0.13
H -5.28 0.80 2.34
H -3.55 0.47 2.10
H -3.88 2.89 2.43
H -5.05 2.94 1.11
H -2.85 3.69 0.27
H -2.11 2.18 0.85
H -4.33 2.34 -1.24
H 1.35 -2.69 -1.18
*
```

Here are the Löwdin charges for atoms 1 to 8, given in e: number 1, C, carries -0.050; number 2, H, carries 0.091; number 3, H, carries 0.083; number 4, H, carries 0.056; number 5, C, carries -0.366; number 6, C, carries -0.066; number 7, H, carries 0.069; number 8, H, carries 0.085